Formula: C23H32N2O
Source: the OMol25 dataset
Level of theory: the ωB97M-V functional and the def2-TZVPD basis

Element x y z (Å)
1 O -3.4164 -3.2810 0.8540
2 C -2.8238 -2.9497 -0.3817
3 C -1.3289 -2.6538 -0.2581
4 C -1.0803 -1.4368 0.6424
5 C 0.4204 -1.2572 0.9294
6 N 1.1261 -0.8263 -0.2630
7 C 2.5655 -0.7996 -0.0672
8 C 3.3174 -0.7967 -1.3969
9 C 4.8225 -1.0111 -1.1958
10 C 5.4319 0.1111 -0.4040
11 C 5.7619 -0.0504 0.9350
12 C 6.2922 0.9991 1.6649
13 C 6.4992 2.2284 1.0638
14 C 6.1761 2.4004 -0.2716
15 C 5.6474 1.3491 -0.9980
16 C 0.5915 0.4566 -0.6827
17 C -0.8923 0.2883 -1.0210
18 N -1.6793 -0.2391 0.0732
19 C -2.1027 0.7237 1.0748
20 C -3.5460 0.4321 1.5296
21 C -4.5613 1.0687 0.6246
22 C -4.5587 0.7998 -0.7394
23 C -5.4810 1.3963 -1.5788
24 C -6.4258 2.2708 -1.0677
25 C -6.4372 2.5463 0.2880
26 C -5.5095 1.9510 1.1255
27 H -2.9652 -4.0533 1.2136
28 H -3.3505 -2.0581 -0.7235
29 H -2.9840 -3.7587 -1.1095
30 H -0.9040 -2.4849 -1.2452
31 H -0.8247 -3.5199 0.1792
32 H -1.5871 -1.6323 1.5940
33 H 0.8401 -2.2097 1.2623
34 H 0.5486 -0.5266 1.7520
35 H 2.8792 0.0667 0.5424
36 H 2.8382 -1.7069 0.4795
37 H 3.1629 0.1513 -1.9135
38 H 2.9128 -1.5941 -2.0223
39 H 5.3013 -1.0670 -2.1764
40 H 4.9873 -1.9604 -0.6822
41 H 5.6030 -1.0081 1.4108
42 H 6.5442 0.8568 2.7060
43 H 6.9126 3.0484 1.6324
44 H 6.3385 3.3564 -0.7483
45 H 5.4013 1.4874 -2.0417
46 H 1.1245 0.7969 -1.5711
47 H 0.7155 1.2202 0.1096
48 H -1.3165 1.2451 -1.3322
49 H -0.9733 -0.4069 -1.8616
50 H -2.0648 1.7276 0.6454
51 H -1.4427 0.7176 1.9553
52 H -3.6943 -0.6499 1.5364
53 H -3.6861 0.8020 2.5470
54 H -3.8167 0.1248 -1.1367
55 H -5.4655 1.1776 -2.6372
56 H -7.1486 2.7351 -1.7229
57 H -7.1696 3.2287 0.6954
58 H -5.5252 2.1743 2.1836

Force components x, y, z for each atom (eV/Å):
O -0.123 -0.146 0.509
C 0.391 -0.082 -0.463
C -0.505 0.262 0.249
C 0.240 -0.387 0.087
C -0.263 0.022 0.131
N -0.034 -0.044 0.074
C 0.015 0.028 -0.268
C 0.078 -0.131 0.259
C -0.206 0.160 -0.129
C 0.143 -0.104 -0.001
C 0.011 -0.010 -0.040
C 0.025 0.037 0.107
C 0.041 0.074 0.084
C -0.004 0.097 -0.039
C -0.008 -0.026 0.012
C -0.253 -0.001 -0.207
C 0.303 0.152 -0.063
N -0.004 0.064 -0.097
C -0.194 -0.065 0.289
C 0.245 0.155 -0.001
C -0.043 -0.033 0.101
C -0.017 -0.002 -0.090
C -0.023 0.014 -0.090
C -0.095 0.069 -0.057
C -0.087 0.079 -0.018
C 0.019 -0.024 0.024
H -0.070 0.042 -0.028
H 0.045 -0.060 -0.079
H -0.011 0.151 0.025
H 0.087 -0.070 -0.083
H 0.067 -0.082 -0.061
H 0.053 0.023 -0.065
H -0.009 0.026 0.041
H 0.036 -0.042 -0.025
H -0.045 -0.106 0.034
H 0.029 0.028 0.049
H -0.015 0.016 -0.089
H -0.046 0.020 -0.036
H 0.041 -0.079 0.045
H 0.045 -0.036 -0.035
H -0.017 -0.106 0.033
H 0.020 -0.009 0.076
H 0.034 0.058 0.041
H 0.018 0.068 -0.037
H -0.025 0.011 -0.122
H -0.004 0.066 0.016
H 0.040 -0.019 -0.029
H -0.025 -0.051 -0.028
H 0.057 0.096 -0.084
H 0.056 -0.019 0.047
H 0.024 0.053 -0.079
H 0.044 -0.057 0.132
H -0.055 -0.040 0.025
H 0.054 -0.090 -0.049
H 0.002 -0.022 -0.076
H -0.053 0.032 -0.046
H -0.051 0.048 0.028
H 0.021 -0.001 0.098

Properties
LUMO level	0.8218	eV
HOMO-LUMO gap	8.85	eV
relative energy (zero: lowest compared OMol25 entry of this formula, charge and spin)	147.3	kJ/mol
SMILES string	OCC[C@H]1CN(CCCc2ccccc2)CCN1CCc1ccccc1
total energy	-1080.3559	Ha


Formula: C5H11NO
Source: the OMol25 dataset
Level of theory: the ωB97M-V functional and the def2-TZVPD basis

Element x y z (Å)
1 C -0.8553 2.9704 0.3493
2 C -0.9414 1.6973 0.7574
3 N -0.3902 0.5327 0.1811
4 C -0.1021 -0.6751 0.9632
5 C 0.3511 -3.0493 0.1644
6 C -0.4657 -1.9497 0.1354
7 H -0.2142 3.2917 -0.4110
8 H -1.2532 3.7295 0.9333
9 H -1.2734 1.2988 1.7077
10 H 0.2544 0.7033 -0.5969
11 H -0.6846 -0.6700 1.9294
12 H 1.0417 -0.7548 1.0638
13 H 0.4816 -3.8417 -0.5452
14 H 1.1784 -3.1086 0.8187
15 H -1.2182 -1.8533 -0.6329
16 H 2.4847 0.1353 -2.3136
17 H 1.6675 1.1827 -1.5347
18 O 1.5433 0.2746 -1.9881

Force components x, y, z for each atom (eV/Å):
C 0.511 -0.432 -0.149
C 1.087 -5.267 0.506
N 0.563 3.254 0.819
C -0.087 -1.612 -0.146
C -0.947 2.448 -0.409
C 2.199 -1.350 -0.281
H 0.561 0.195 -1.513
H -0.912 1.165 1.054
H -1.033 1.206 0.282
H -0.624 -0.800 -0.303
H 0.888 0.329 -0.885
H -1.713 0.503 0.350
H -1.264 -0.373 -0.434
H 0.706 0.381 1.108
H -0.269 0.033 0.103
H -1.681 -0.085 0.419
H 0.008 -1.867 -1.383
O 2.006 2.274 0.864

Properties
<S²>	0.779
total charge	+1
LUMO level (alpha / beta)	-3.4698 / -7.4790	eV
HOMO-LUMO gap (alpha / beta)	10.07 / 6.04	eV
relative energy (zero: lowest compared OMol25 entry of this formula, charge and spin)	262.4	kJ/mol
2S+1	2
total energy	-326.7241	Ha


Formula: C29H36N5OSSr
Source: the OMol25 dataset
Level of theory: the ωB97M-V functional and the def2-TZVPD basis

Element x y z (Å)
1 Sr 0.2404 0.1368 0.0447
2 C 1.0156 -3.5859 0.0210
3 C 2.2415 -2.8740 -0.0297
4 C 2.3796 -2.3453 -1.3339
5 C 1.2471 -2.7327 -2.0843
6 C 0.4097 -3.5012 -1.2534
7 C -0.8826 -4.1213 -1.7012
8 C 0.9770 -2.4194 -3.5323
9 C 3.5689 -1.5831 -1.8637
10 C 3.2717 -2.8004 1.0709
11 C 0.4740 -4.3122 1.2257
12 H -1.6418 -3.3674 -1.9401
13 H -1.3032 -4.7695 -0.9294
14 H -0.7483 -4.7275 -2.6060
15 H 0.3161 -1.5502 -3.6714
16 H 0.4950 -3.2620 -4.0383
17 H 1.9036 -2.1966 -4.0683
18 H 3.4135 -0.4979 -1.8710
19 H 3.8060 -1.8851 -2.8897
20 H 4.4585 -1.7732 -1.2580
21 H 3.0942 -1.9984 1.7915
22 H 4.2714 -2.6347 0.6612
23 H 3.3047 -3.7331 1.6443
24 H -0.1829 -3.6891 1.8443
25 H 1.2847 -4.6597 1.8739
26 H -0.1126 -5.1893 0.9352
27 N -0.9187 0.8554 -2.3253
28 C -1.9628 1.8680 -2.1119
29 C -1.5611 2.8649 -1.0325
30 N -1.3756 2.1398 0.2281
31 H -0.2545 1.1319 -3.0365
32 H -1.3333 -0.0318 -2.5877
33 H -2.8551 1.3426 -1.7656
34 H -2.2191 2.4145 -3.0243
35 H -2.3295 3.6445 -0.9800
36 H -0.6150 3.3444 -1.2977
37 H -2.1363 1.4727 0.3848
38 H -1.3412 2.7555 1.0301
39 C 1.8526 -1.2955 5.7384
40 C 2.4820 -0.0609 5.6039
41 C 2.5000 0.5852 4.3806
42 C 1.8935 -0.0024 3.2735
43 C 1.2921 -1.2466 3.4036
44 C 1.2648 -1.8870 4.6316
45 N 1.8322 0.6116 1.9798
46 N 2.5252 1.6331 1.8750
47 C 2.5538 2.3326 0.6408
48 C 3.2820 3.5298 0.7137
49 C 3.4562 4.3092 -0.4123
50 C 2.9058 3.8793 -1.6156
51 C 2.1767 2.6962 -1.6609
52 C 1.9657 1.8637 -0.5523
53 H 1.8222 -1.7923 6.7003
54 H 2.9640 0.3959 6.4594
55 H 2.9666 1.5536 4.2671
56 H 0.8651 -1.7202 2.5279
57 H 0.7699 -2.8461 4.7215
58 H 3.6890 3.8348 1.6724
59 H 4.0116 5.2375 -0.3593
60 H 3.0411 4.4762 -2.5122
61 H 1.7661 2.4052 -2.6286
62 O -2.5159 -0.7324 -0.3406
63 N -2.7641 -1.7520 0.4567
64 C -3.3627 -2.8479 -0.0528
65 C -3.6279 -3.9565 0.7062
66 C -3.2599 -3.9475 2.0501
67 C -2.6828 -2.8159 2.5754
68 C -2.4322 -1.6749 1.7912
69 S -1.7898 -0.2203 2.4126
70 H -3.6004 -2.7757 -1.1016
71 H -4.0986 -4.8152 0.2499
72 H -3.4133 -4.8203 2.6723
73 H -2.4087 -2.7533 3.6188

Force components x, y, z for each atom (eV/Å):
Sr -0.840 -2.186 -0.653
C -0.139 0.122 0.120
C -0.071 0.165 0.126
C 0.096 0.245 -0.030
C -0.002 0.275 -0.084
C -0.139 0.141 0.177
C 0.136 -0.004 0.014
C 0.053 0.007 0.180
C -0.163 -0.034 0.033
C -0.103 -0.058 -0.164
C 0.069 0.059 -0.149
H 0.009 -0.044 -0.039
H -0.015 0.002 -0.020
H -0.010 -0.015 0.016
H 0.008 -0.031 -0.060
H 0.006 0.018 -0.029
H -0.025 0.001 -0.023
H 0.055 -0.011 -0.016
H 0.022 0.024 0.011
H 0.001 0.022 -0.027
H 0.082 -0.002 0.009
H -0.001 -0.041 0.013
H 0.026 0.020 0.002
H -0.015 -0.049 0.042
H -0.017 -0.022 -0.007
H -0.003 -0.007 0.032
N -0.124 -0.021 0.041
C 0.098 0.021 0.112
C 0.082 -0.152 0.021
N -0.353 0.254 -0.189
H 0.005 -0.003 -0.003
H 0.032 0.008 -0.048
H -0.020 -0.013 -0.072
H -0.015 -0.030 -0.062
H -0.056 0.013 0.044
H 0.002 0.022 -0.026
H 0.007 0.122 0.123
H 0.024 0.008 -0.007
C 0.029 0.057 -0.058
C -0.008 -0.091 0.020
C -0.020 0.173 -0.059
C -0.032 -0.159 0.231
C 0.001 0.008 -0.180
C -0.032 -0.046 0.032
N 0.324 0.060 0.265
N 0.295 0.379 0.371
C 0.164 0.294 -0.695
C -0.039 -0.117 0.305
C -0.016 0.046 -0.023
C -0.041 -0.001 0.019
C 0.065 -0.019 0.054
C 0.386 0.373 0.159
H 0.022 0.010 0.000
H -0.034 0.031 0.004
H 0.023 -0.013 0.008
H -0.062 -0.007 0.049
H 0.044 -0.011 -0.031
H 0.055 -0.017 -0.028
H 0.014 -0.005 0.009
H 0.012 -0.012 -0.010
H 0.002 0.017 0.008
O 0.237 -0.102 -0.111
N 0.052 0.093 0.099
C -0.117 0.038 -0.035
C -0.007 -0.050 0.095
C 0.043 0.066 0.046
C -0.092 -0.031 -0.073
C -0.109 0.160 -0.103
S 0.094 -0.056 0.276
H 0.021 0.072 0.001
H 0.029 0.012 -0.042
H -0.049 0.028 -0.001
H 0.041 -0.006 -0.012

Properties
total charge	-1
LUMO level	2.2162	eV
HOMO-LUMO gap	5.30	eV
total energy	-1904.6062	Ha


Formula: C6H17N2
Source: the OMol25 dataset
Level of theory: the ωB97M-V functional and the def2-TZVPD basis

Element x y z (Å)
1 C -1.7528 1.6681 0.7080
2 C -1.3566 0.3939 1.4417
3 C -0.7122 0.4298 2.6470
4 C -1.7264 -0.9033 0.8158
5 H -1.1530 1.7936 -0.1766
6 H -1.5204 2.4988 1.4262
7 H -2.7170 1.7425 0.2406
8 H -0.5331 -0.4657 3.2146
9 H -0.4705 1.3980 3.0764
10 H -1.7233 -1.7847 1.4773
11 H -1.0102 -1.1870 -0.0323
12 H -2.7236 -0.8071 0.3594
13 N 1.5661 0.2309 0.4350
14 C 1.1923 0.3733 -0.9959
15 C 1.5500 -0.9532 -1.7005
16 N 0.8711 -1.0620 -2.9933
17 H 1.1849 -0.6583 0.8451
18 H 2.5727 0.3232 0.5835
19 H 1.0687 0.9817 0.9752
20 H 0.1021 0.4779 -1.0536
21 H 1.6030 1.2968 -1.4244
22 H 2.6549 -0.9871 -1.8054
23 H 1.2807 -1.7252 -0.9776
24 H 1.2836 -1.8532 -3.4928
25 H -0.1264 -1.2782 -2.8245

Force components x, y, z for each atom (eV/Å):
C 1.473 0.396 1.324
C 0.261 0.107 1.535
C -1.057 0.679 -1.865
C 0.255 -1.012 -1.301
H 0.780 0.221 -0.372
H -0.591 -0.385 -1.018
H -0.926 -0.301 0.636
H 0.201 -0.196 0.093
H -0.023 -0.169 0.219
H -0.015 0.552 0.010
H -0.914 0.441 0.794
H 0.321 -0.242 0.057
N -1.003 0.767 1.008
C -0.743 -0.668 -1.146
C 0.585 0.921 -0.097
N -0.030 -0.406 0.802
H 0.617 0.851 -0.443
H -0.063 -0.244 0.076
H 0.551 -0.736 -0.174
H 0.299 0.021 0.268
H 0.260 -0.453 0.202
H -0.612 -0.158 -0.273
H -0.068 -0.450 0.019
H -0.348 0.364 -0.018
H 0.792 0.098 -0.334

Properties
total charge	+1
LUMO level	-3.3152	eV
HOMO-LUMO gap	9.95	eV
relative energy (zero: lowest compared OMol25 entry of this formula, charge and spin)	144.9	kJ/mol
total energy	-348.0357	Ha


Which value of total energy does entry 2 give?
-326.7241 Ha